(1)
3 unconnected molecules or ions with the total composition C4H11NO2S2 in a non-equilibrium geometry. Source: the OMol25 dataset; level of theory: ωB97M-V/def2-TZVPD.

Last columns: bonded neighbours and bond lengths (Å).
Positions of all 20 atoms, in Å:
1 H -4.450 -2.614 0.252  S2 1.375
2 S -3.194 -2.087 0.064  H1 1.375, N8 1.721
3 H -3.663 -0.342 -1.425  N8 1.055
4 C 1.619 0.181 -0.205  H9 1.081, O10 1.413, C15 1.476, C17 1.490
5 H 2.000 -1.744 -0.990  C15 1.140
6 H 2.136 0.126 1.648  O10 1.032
7 H 0.907 2.029 0.303  C17 1.162
8 N -3.761 -0.528 -0.391  S2 1.721, H3 1.055, C12 1.415
9 H 0.691 0.260 -0.756  C4 1.081
10 O 1.290 -0.153 1.128  C4 1.413, H6 1.032
11 H 1.867 2.212 -1.254  C17 1.182
12 C -3.966 0.552 0.500  N8 1.415, H14 1.147, O18 1.216
13 H 2.787 -0.973 1.762  no bonds
14 H -4.052 0.228 1.597  C12 1.147
15 C 2.570 -0.774 -0.809  C4 1.476, H5 1.140, H16 1.084, S19 1.763
16 H 2.901 -0.473 -1.796  C15 1.084
17 C 1.874 1.649 -0.215  C4 1.490, H7 1.162, H11 1.182, H20 1.106
18 O -4.356 1.616 0.059  C12 1.216
19 S 3.982 -1.042 0.211  C15 1.763
20 H 2.818 1.876 0.316  C17 1.106

Computed properties:
Net charge: 0
ΔE to the lowest compared entry with this formula, charge and spin, kcal/mol: 104.3
Spin multiplicity: 1
HOMO-LUMO gap, eV: 8.46
Electronic energy, eV: -31577.904



(2)
2 unconnected molecules or ions with the total composition C4H11NO2Si in a non-equilibrium geometry. Source: the OMol25 dataset; level of theory: ωB97M-V/def2-TZVPD.

Last columns: bonded neighbours and bond lengths (Å).
Positions of all 19 atoms, in Å:
1 H -1.127 -3.315 -0.592  C15 1.156
2 H 0.866 1.179 -2.923  C19 1.210
3 C 2.057 0.265 1.565  H10 1.104, H11 1.094, H12 1.040, O17 1.410
4 Si 0.446 0.119 -0.681  N13 1.629, O17 1.654, C19 1.870
5 H 0.426 2.404 -1.528  C19 1.104
6 H -1.540 0.104 1.814  C8 1.109
7 H -2.054 -2.122 -0.844  C15 1.042
8 C -1.261 1.159 2.011  H6 1.109, H16 1.110, O18 1.208
9 H -0.779 1.527 -2.539  C19 1.092
10 H 3.095 -0.112 1.592  C3 1.104
11 H 2.032 1.123 2.244  C3 1.094
12 H 1.486 -0.500 1.980  C3 1.040
13 N -0.125 -1.388 -0.445  Si4 1.629, C15 1.466
14 H -0.989 -2.606 -2.191  C15 1.117
15 C -1.064 -2.289 -1.122  H1 1.156, H7 1.042, N13 1.466, H14 1.117
16 H -1.274 1.627 3.017  C8 1.110
17 O 1.623 0.730 0.306  C3 1.410, Si4 1.654
18 O -1.192 1.883 1.046  C8 1.208
19 C 0.153 1.434 -1.978  H2 1.210, Si4 1.870, H5 1.104, H9 1.092

Computed properties:
Net charge: 0
ΔE to the lowest compared entry with this formula, charge and spin, kcal/mol: 41.6
Spin multiplicity: 1
HOMO-LUMO gap, eV: 8.75
SMILES: C/N=[Si](\C)OC.C=O
Electronic energy, eV: -17787.387